(1)
This record from the OMol25 dataset describes C12H11Cl2N2PtS6 as an isolated structure in a non-equilibrium geometry. The level of theory is wB97M-V/def2-TZVPD.

XYZ file:
```
34
Properties=species:S:1:pos:R:3:forces:R:3:mulliken_charge:R:1
C -0.32471 -1.81830 1.61055 -0.11 -0.35 0.59 0.7008
H -1.90987 -2.90919 0.92914 0.05 0.08 -0.01 0.2643
H -3.08854 2.57972 -1.58449 -0.03 0.08 -0.16 0.3306
S -4.20960 1.58295 -3.49814 1.18 -1.14 0.30 0.2420
H 2.58240 3.17525 -2.38533 -0.03 -0.24 0.17 0.3708
C 3.27441 0.19881 3.69316 -0.19 -0.04 0.20 -0.9360
H 3.36894 -0.33134 5.77409 0.07 -0.12 -0.01 0.4277
N -1.20672 -2.21892 0.70774 -0.28 0.11 -0.33 -0.2142
C 2.85075 -0.48471 4.83834 -0.24 -0.01 -0.32 -0.5293
H 3.85547 2.15892 -1.60377 -0.31 -0.08 0.00 0.3580
C -2.00081 -0.13255 -2.85681 3.64 -1.57 2.45 0.5322
C -4.09435 2.24728 -1.82915 0.00 0.07 0.11 -0.9313
H -4.44059 1.51703 -1.10191 -0.05 -0.08 -0.03 0.3972
H -1.19143 -1.80748 -0.21944 -0.05 -0.33 0.37 0.0201
S -0.31629 -2.45568 3.23522 -0.01 0.21 -0.82 -0.1259
S -1.41777 -2.66056 -6.22544 -0.71 1.43 1.54 0.1652
H 1.44241 -1.90509 5.65526 0.03 -0.05 0.08 0.4396
Cl 2.05063 2.64894 -0.11802 0.11 -0.15 -0.10 -0.0651
Cl 2.00309 0.88751 -2.34900 -0.34 -0.53 -0.89 -0.0205
C -3.06886 0.27890 -3.64672 -3.52 1.50 -2.73 0.0341
S -1.60175 0.44054 -1.29469 0.54 -0.28 -0.91 -0.4658
C 1.45644 -0.73228 2.43365 0.94 0.33 1.83 0.6897
Pt 0.96465 0.10597 -0.41135 -1.14 -0.70 1.11 0.6891
C 2.78123 2.33638 -1.71216 0.54 1.13 0.41 -0.2685
S -0.98659 -1.39117 -3.56643 -0.84 1.07 0.47 0.2076
H -4.76794 3.10327 -1.82419 -0.08 0.01 -0.14 0.3896
H 4.14318 0.83507 3.75012 0.09 0.05 0.00 0.4210
C -1.88591 -1.59138 -5.04990 0.88 -1.54 -1.64 0.0100
S -3.29354 -0.57832 -5.16670 0.10 0.56 1.06 0.1288
C 2.59870 0.07704 2.49202 -0.36 -0.38 -0.03 -0.5097
C 1.08022 -1.47255 3.58337 0.27 0.78 -0.54 0.7643
C 1.75999 -1.35276 4.78397 0.10 0.17 -0.18 -0.5360
H 2.95706 0.58599 1.60776 0.10 0.04 -0.04 0.2081
N 0.63569 -0.91729 1.34924 -0.34 0.00 -1.81 -0.1884
```
Forces are in eV/Å.

Summary:
- Charge: +3
- Highest occupied orbital energy (alpha / beta): -0.6063 / -0.6066 Ha
- LUMO (alpha / beta): -13.13 / -13.15 eV
- Multiplicity: 1


(2)
This record from the OMol25 dataset describes a 2-piece molecular cluster, C6H13O2 overall. The level of theory is wB97M-V/def2-TZVPD.

XYZ file:
```
21
Properties=species:S:1:pos:R:3:forces:R:3:mulliken_charge:R:1
H 0.98577 -1.01317 0.85706 0.24 -0.05 0.04 0.1518
H -1.45603 -1.25105 1.79714 0.19 0.19 -0.26 0.3248
H -1.91818 1.62017 -0.03002 -0.07 0.07 0.15 0.2252
H -0.41624 -3.74545 0.74314 -0.03 0.06 0.08 0.3656
H -0.88067 1.34585 -2.24456 0.14 -0.04 -0.04 0.2832
H 1.45479 1.26867 -1.53126 0.22 0.11 0.16 0.1693
O -0.22736 0.41098 0.14989 -0.45 0.07 -0.06 -0.6413
H -0.39057 2.39474 0.56108 -0.41 0.25 0.00 0.2432
H 0.82153 -3.22770 -0.38559 0.08 0.08 0.07 0.3012
C 1.02941 2.25062 -1.73990 -0.54 -0.50 -0.34 -0.9946
O -0.36572 -1.38631 3.46843 0.01 0.22 -0.21 -0.5902
C 0.64205 -1.92367 1.35826 -0.75 0.22 0.21 0.0152
H 1.28298 2.51904 -2.77054 0.09 0.16 0.07 0.3295
H -0.99416 3.04293 -1.80907 -0.01 0.04 0.20 0.3423
H -0.66875 -2.31427 -0.28550 -0.05 0.06 0.03 0.3014
C -0.48257 2.10100 -1.55631 -0.04 0.12 0.00 -0.4830
C 0.06212 -2.86046 0.30983 0.09 -0.25 -0.29 -1.2212
C -0.80912 1.61303 -0.12293 0.88 -0.30 -0.13 -0.7186
H 1.42809 2.98766 -1.04254 0.11 0.03 0.00 0.2795
C -0.47219 -1.44136 2.25693 0.11 -0.55 0.49 0.0270
H 1.37480 -2.39124 2.01645 0.20 0.03 -0.16 0.2897
```
Forces are in eV/Å.

Summary:
- Charge: -1
- Highest occupied orbital energy: -0.1078 Ha
- LUMO: 4.10 eV
- ΔE to the lowest compared entry with this formula, charge and spin: 221.5 kJ/mol
- Multiplicity: 1


(3)
This record from the OMol25 dataset describes C27H28N6O13PtS4 as an isolated structure in a non-equilibrium geometry. The level of theory is wB97M-V/def2-TZVPD.

XYZ file:
```
79
Properties=species:S:1:pos:R:3:forces:R:3:mulliken_charge:R:1
O 0.48256 3.40000 0.17558 0.09 0.34 -0.18 -0.5591
C 0.49481 -6.06389 0.61717 0.02 0.02 -0.01 -0.5629
H -0.85978 -1.23715 1.78545 -0.10 -0.02 0.00 0.0380
C 0.10576 -4.09302 -1.36032 0.03 -0.02 0.02 -0.5243
H -4.86754 -0.00257 -2.09688 0.02 0.05 -0.01 0.4791
H 6.31253 6.42145 -1.77670 0.01 0.01 -0.01 0.3108
H 5.56085 7.01938 -0.30107 0.00 0.02 0.02 0.3376
O 0.40910 4.04816 -2.15650 -0.03 -0.43 -0.39 -0.7485
H -5.99952 -3.53599 -5.38960 0.00 0.00 0.00 0.3809
H 2.78124 2.52204 -1.31815 0.19 0.02 0.00 0.8561
C -4.40782 -0.85120 -1.58893 -0.05 -0.05 0.00 -0.5042
C 3.94742 4.33012 -1.27339 0.04 0.03 0.02 -1.1038
O -5.50494 1.91564 -0.56676 -0.13 -0.02 0.03 -0.8321
C -4.38609 -0.58067 -0.08320 0.00 0.03 -0.12 -1.5833
H -7.13422 -3.25522 -4.05745 -0.02 0.01 -0.01 0.3358
H 6.26596 2.42729 1.14909 0.03 -0.01 0.01 0.4619
O 0.95630 1.73129 -1.53714 -0.15 -0.12 0.25 -0.7434
C 2.58862 1.04483 2.52413 0.42 0.00 -0.08 0.9240
H -4.13055 -2.60259 -3.95822 0.03 0.03 -0.03 0.3989
C -1.84610 -1.25594 1.32746 -0.01 0.05 0.02 -1.6873
H -1.88335 -2.07047 0.60310 0.01 0.00 0.01 0.1998
S 4.10655 0.67980 0.39490 0.19 0.11 -0.08 1.1916
S 0.24742 2.98256 -1.20139 -0.23 0.74 0.37 0.9687
O 0.28231 -4.07760 3.37699 0.01 -0.03 0.01 -0.7225
C 0.82719 -2.38012 0.46251 0.07 -0.20 -0.06 0.6421
C -6.09763 -3.47484 -4.30587 0.02 0.00 0.00 -1.2465
S -5.33845 -2.30293 -1.98381 0.02 0.04 0.03 1.2922
N 2.71369 0.79713 1.18813 0.04 -0.25 0.07 -0.2573
C 5.90959 4.27954 0.10066 0.00 0.01 0.02 -0.6143
H 3.80874 1.84401 5.55252 -0.01 -0.01 0.01 0.3914
S 1.27238 -3.88379 2.34117 0.00 0.11 -0.03 1.0780
C 0.55139 -3.75986 -0.09442 -0.01 0.01 0.04 0.3091
H -5.33992 -0.14817 0.20367 0.07 -0.06 0.05 0.2882
C 3.54707 1.33492 3.50489 -0.01 -0.05 0.09 -0.9552
O 0.61841 -1.38938 -0.24084 -0.02 0.10 -0.47 -0.9445
C -2.12715 0.05997 0.69281 -0.08 0.02 0.29 1.2987
O 5.14531 0.24367 1.29808 0.00 -0.01 -0.01 -0.7405
C 0.84848 1.30937 4.04351 -0.07 -0.06 0.10 -0.2102
C -5.18048 -2.39120 -3.76013 -0.03 -0.05 0.03 -0.5076
H -0.22325 1.27635 4.19176 -0.01 0.05 -0.02 0.4665
N 1.27998 1.03222 2.82066 -0.41 0.19 -0.54 -0.1116
H 4.59543 1.31956 3.25774 0.01 0.01 -0.01 0.4543
N -1.28132 1.07075 0.69874 -0.44 -0.06 -0.83 -0.0426
C 4.49751 2.35387 -0.04398 0.07 -0.01 -0.09 -0.0789
O -6.73260 -2.09362 -1.67092 -0.02 0.00 -0.01 -0.7157
H -0.03581 -3.31539 -2.09864 -0.02 0.02 -0.02 0.5379
O 2.61838 -4.29630 2.65649 -0.01 -0.03 0.05 -0.7243
C -3.29536 1.73738 -0.18819 0.03 0.06 -0.18 -0.6000
H 0.64128 -6.81247 1.38395 0.00 -0.02 0.02 0.4071
O 3.87221 -0.03679 -0.81966 -0.03 -0.01 0.03 -0.7166
C 0.73790 -4.72804 0.86621 -0.01 -0.01 -0.02 -0.1072
Pt 0.72008 0.86501 0.73751 0.55 -0.34 1.12 1.4458
H -1.85038 3.12657 0.63432 0.06 -0.02 -0.05 0.3264
C -0.14545 -5.43222 -1.63162 0.00 0.01 0.01 -0.6233
H -0.50559 -5.72590 -2.60948 0.00 -0.01 -0.02 0.3745
H -5.84120 -4.44356 -3.87957 0.01 -0.03 0.00 0.3233
N -4.36027 2.47252 -0.46607 0.11 -0.04 0.03 0.9951
O -1.29650 2.53251 -1.24999 -0.08 -0.04 0.00 -0.2401
C 1.72456 1.60366 5.06736 0.08 -0.04 -0.07 -0.9799
C 5.62667 2.97342 0.46958 -0.05 0.00 0.06 -0.4579
C -1.91718 2.22676 0.02448 -0.11 -0.02 0.20 0.2385
C 5.40073 6.38644 -1.17556 0.01 0.00 0.01 -1.4633
O -4.66673 -3.45388 -1.42517 -0.04 -0.04 0.00 -0.6737
N -3.32793 0.36780 0.19001 -0.11 0.00 0.31 0.2689
O -4.22120 3.70719 -0.64747 0.01 0.12 -0.01 -0.8006
H -4.19452 -1.49157 0.47978 0.07 -0.02 -0.04 0.6496
H -3.39825 -1.02778 -1.96411 0.02 0.02 -0.01 0.4874
H -0.16212 -7.44340 -0.88577 0.00 -0.01 -0.01 0.3720
C 0.04711 -6.40617 -0.65370 0.00 -0.01 0.00 -0.3790
H 3.26962 4.85367 -1.93652 -0.03 0.00 -0.01 0.3639
N 1.20728 -2.39123 1.74079 0.10 -0.11 0.14 -0.3245
C 5.07551 4.97273 -0.77264 -0.01 -0.03 -0.02 1.1935
H -2.59143 -1.45077 2.10095 -0.03 -0.01 -0.01 0.6123
H -5.43360 -1.40406 -4.14488 -0.01 0.02 -0.03 0.3976
C 3.09169 1.61175 4.77388 -0.08 0.02 0.02 -0.3727
H 6.78808 4.77180 0.50407 0.03 0.00 0.00 0.3438
C 3.65787 3.02188 -0.92148 0.03 0.00 -0.03 -0.7008
H 4.59329 6.81947 -1.76377 -0.02 0.01 -0.01 0.3403
H 1.35533 1.81526 6.05989 -0.01 0.00 0.01 0.3785
```
Forces are in eV/Å.

Summary:
- Charge: -2
- Highest occupied orbital energy: -0.0867 Ha
- LUMO: 3.78 eV
- ΔE to the lowest compared entry with this formula, charge and spin: 254.1 kJ/mol
- Multiplicity: 1


no.,E (Eh)
1,-4001.06444
2,-386.87516
3,-4064.41689